Computed, not measured: a molecular structure, C24H35BIrN3O5 at a distorted geometry, with wB97M-V/def2-TZVPD.

Output
HOMO energy (alpha / beta) (eV): 1.03 / 1.02
Charge: -2
Orbital gap (alpha / beta) (eV): 3.44 / 3.44
E (eV): -43677.528
ΔE to the lowest compared entry with this formula, charge and spin (kcal per mole): 67.2
LUMO level (alpha / beta) (eV): 4.47 / 4.47

Each line ends with the natural charge from an NBO analysis.
Cartesian coordinates (Å):
C: 1.51180 -2.78790 0.39660  -0.74
H: 0.35570 0.78640 2.62670  0.25
C: 2.60750 0.87650 1.28970  0.22
C: 0.18770 -2.03970 0.43940  0.25
C: 0.66630 4.11820 -1.00620  -0.27
C: -4.08800 -0.96770 -1.63130  0.24
H: -5.34830 -1.65390 0.00520  0.22
H: -1.91650 2.25370 1.05280  0.24
H: 2.22140 -2.23860 -0.21610  0.23
C: 0.93090 1.61800 3.04710  -0.64
H: 1.36790 2.12570 -1.43360  0.23
C: 4.35330 0.05940 -0.34640  -0.61
H: -0.24950 5.96200 -0.40860  0.20
H: -5.17630 -2.79120 -1.32650  0.20
H: 5.42650 0.11470 -0.54340  0.17
C: 4.96260 1.48020 1.61960  -0.21
C: -2.19730 4.88270 1.24750  0.68
H: 3.80650 0.44690 -1.20730  0.20
C: 2.33400 1.57220 2.52640  -0.14
H: -5.67780 1.06200 -2.82030  0.19
H: -4.69130 2.44300 -2.29490  0.21
O: -0.82090 -2.86120 1.03370  -0.61
H: 0.43690 2.54430 2.74460  0.18
C: -3.05120 7.00010 2.09990  0.10
H: -3.07970 -0.81100 -3.53720  0.22
H: -4.68870 2.01870 0.08520  0.22
H: 5.99540 1.43580 1.27930  0.17
C: 3.99470 0.83580 0.89050  -0.14
C: 3.34050 2.19890 3.22080  -0.21
C: -4.11870 0.57820 -1.40040  0.26
O: -3.15070 4.33930 1.88380  -0.67
C: -1.42680 -3.79210 0.17310  -0.25
H: -0.76960 -4.66000 -0.01600  0.13
B: -2.05010 -0.25340 -0.73570  0.62
H: 1.94180 -2.91070 1.39990  0.21
C: -0.25030 4.88070 -0.32670  -0.18
H: -1.69470 -3.33030 -0.78070  0.20
H: -5.97860 0.85050 -0.28750  0.18
H: -4.03070 1.29080 -3.45520  0.21
N: -2.05790 6.32060 1.31130  -0.67
C: -1.17940 2.78750 0.46570  0.19
H: 5.44320 2.68670 3.34070  0.17
O: -2.90300 -1.36000 -0.97690  -0.78
H: -4.83970 -1.07350 -3.68560  0.18
H: 1.39360 -3.79480 -0.02380  0.18
H: 4.06620 -0.98650 -0.23170  0.20
H: 0.91600 1.56280 4.13710  0.18
H: -6.21720 -1.36780 -1.51760  0.19
C: -5.29140 -1.73730 -1.07560  -0.62
Ir: -0.06810 -0.07260 0.02340  0.24
H: -2.73630 8.04380 2.25940  0.16
C: -1.23400 4.20910 0.46880  -0.29
C: -4.66560 1.39110 -2.57860  -0.63
H: -4.56720 0.38490 0.70620  0.22
N: -0.29430 2.06920 -0.18830  -0.44
C: -4.90480 0.97620 -0.14030  -0.64
H: -2.33500 -4.14320 0.67050  0.16
H: -3.98540 7.00570 1.50100  0.14
C: 4.66240 2.17760 2.78650  -0.40
H: 1.42820 4.59250 -1.61930  0.20
H: -3.38820 5.46960 3.10040  0.50
O: -2.76350 0.88190 -1.16970  -0.78
N: 1.68800 0.29560 0.59030  -0.84
O: -3.30480 6.43650 3.35650  -0.76
H: -1.11010 6.57500 1.56400  0.38
C: -3.94160 -1.33080 -3.12360  -0.63
H: -3.76100 -2.40270 -3.20860  0.20
C: 0.63300 2.73040 -0.92410  0.06
H: 3.08810 2.72320 4.13960  0.17